The following is a quantum chemistry calculation of a 16-piece molecular cluster, C35H98F3N14O17 overall at a distorted geometry, from OMol25.

Computed properties:
Largest force on an atom in eV Å⁻¹: 6.1
Energy in eV: -101705.255
Kohn-Sham gap in eV: 5.22
2S+1: 1
Total charge: -1

The geometry in XYZ format:
```
167
C35H98F3N14O17, DFT the ωB97M-V functional and the def2-TZVPD basis
C 0.817 -0.312 -0.171
O -0.376 -0.826 0.375
O 1.693 -1.430 -0.356
C 0.526 0.618 -1.371
F -0.675 0.219 -1.926
F 0.454 1.975 -1.052
F 1.465 0.657 -2.343
C -1.215 0.119 1.105
C -2.525 -0.559 1.361
H -3.070 -0.891 0.477
H -2.424 -1.410 2.035
H -3.131 0.178 1.888
H -1.375 1.034 0.535
H -0.789 0.390 2.071
H 1.292 0.271 0.618
C -1.422 -2.261 -10.310
O -2.523 -1.954 -10.713
N -0.448 -2.600 -11.099
N -1.104 -2.371 -9.046
H -0.619 -2.570 -12.094
H 0.505 -2.832 -10.858
H -1.800 -1.985 -8.424
H -0.120 -2.421 -8.824
C 7.667 4.751 -3.066
O 7.805 4.439 -4.227
N 7.050 3.951 -2.279
N 8.119 5.819 -2.438
H 6.943 3.121 -2.845
H 7.392 3.866 -1.332
H 7.819 5.927 -1.480
H 8.689 6.544 -2.850
C 2.868 -6.352 3.751
O 2.795 -7.203 4.613
N 2.091 -5.294 3.682
N 3.770 -6.236 2.809
H 1.367 -5.146 4.370
H 2.068 -4.834 2.783
H 4.561 -6.864 2.830
H 3.713 -5.442 2.188
C -8.665 -5.038 1.537
O -7.650 -5.693 1.279
N -9.057 -4.695 2.716
N -9.514 -4.683 0.637
H -8.429 -4.911 3.477
H -10.002 -4.377 2.878
H -9.195 -4.925 -0.290
H -10.432 -4.341 0.883
C -3.193 -9.768 5.311
O -3.349 -10.217 4.174
N -3.213 -8.503 5.560
N -3.087 -10.348 6.463
H -2.998 -8.187 6.495
H -3.493 -7.931 4.777
H -3.228 -11.346 6.534
H -2.934 -9.813 7.306
C -0.976 -7.152 -1.409
O -1.530 -8.221 -1.229
N 0.279 -6.981 -1.756
N -1.580 -6.055 -1.147
H 0.628 -6.040 -1.867
H 0.811 -7.814 -1.968
H -2.544 -6.016 -0.849
H -1.034 -5.225 -0.967
C 7.175 0.409 -9.348
O 7.477 -0.505 -10.126
N 6.445 0.257 -8.284
N 7.458 1.692 -9.502
H 6.295 1.069 -7.702
H 6.108 -0.639 -7.962
H 7.255 2.272 -8.700
H 7.463 2.027 -10.455
C 10.349 -2.704 4.578
C 8.810 -2.511 4.296
C 7.911 -1.709 5.360
O 8.898 -1.793 3.068
H 10.718 -1.716 4.855
H 10.996 -3.026 3.762
H 10.513 -3.359 5.433
H 8.398 -3.499 4.088
H 8.095 -0.635 5.325
H 8.157 -1.943 6.395
H 6.843 -1.793 5.154
H 8.060 -1.899 2.613
C 8.832 -5.528 -3.630
C 7.987 -6.536 -4.330
C 8.114 -7.866 -3.606
O 6.655 -6.124 -4.411
H 8.812 -4.610 -4.216
H 9.867 -5.855 -3.738
H 8.529 -5.333 -2.601
H 8.365 -6.623 -5.349
H 7.646 -8.727 -4.083
H 7.759 -7.886 -2.575
H 9.129 -8.223 -3.436
H 6.466 -5.506 -3.701
C -9.920 1.146 6.969
C -10.548 2.468 6.657
C -10.299 2.703 5.131
O -11.889 2.251 6.932
H -9.979 0.931 8.036
H -8.881 1.119 6.638
H -10.415 0.298 6.496
H -10.111 3.230 7.303
H -10.778 1.830 4.688
H -9.263 2.684 4.793
H -10.907 3.551 4.814
H -11.980 2.375 7.879
C 4.090 7.536 2.551
C 5.359 7.217 3.364
C 5.380 5.724 3.736
O 6.499 7.377 2.518
H 3.275 7.319 3.241
H 3.979 7.064 1.575
H 4.037 8.611 2.374
H 5.554 7.848 4.232
H 5.026 5.042 2.963
H 4.688 5.605 4.569
H 6.328 5.382 4.151
H 6.427 8.234 2.090
C -1.961 -0.686 10.639
C -1.294 -0.916 9.277
C 0.192 -0.631 9.267
O -1.522 -2.255 8.971
H -3.043 -0.777 10.536
H -1.932 0.370 10.907
H -1.460 -1.262 11.417
H -1.750 -0.195 8.599
H 0.824 -1.448 9.615
H 0.303 0.273 9.867
H 0.425 -0.360 8.237
H -2.475 -2.363 8.941
C -9.608 0.605 -3.677
C -8.383 1.253 -3.037
C -7.353 1.823 -4.076
O -8.797 2.189 -2.126
H -10.186 0.261 -2.820
H -9.448 -0.277 -4.296
H -10.273 1.320 -4.161
H -7.701 0.585 -2.511
H -7.199 1.004 -4.779
H -6.380 2.121 -3.686
H -7.682 2.689 -4.650
H -8.972 1.756 -1.288
C 2.828 8.324 -8.046
C 2.005 7.188 -7.520
C 0.603 6.994 -8.070
O 2.818 6.047 -7.782
H 3.862 8.232 -7.713
H 2.426 9.241 -7.615
H 2.653 8.462 -9.113
H 1.923 7.350 -6.445
H 0.104 7.952 -7.924
H 0.052 6.235 -7.514
H 0.598 6.808 -9.144
H 3.602 6.132 -7.235
C -5.147 8.118 -1.919
C -5.239 7.744 -0.452
C -6.529 7.984 0.203
O -5.149 6.373 -0.324
H -5.181 9.197 -2.067
H -5.900 7.627 -2.536
H -4.163 7.866 -2.313
H -4.420 8.216 0.091
H -7.417 7.629 -0.321
H -6.775 9.045 0.149
H -6.601 7.603 1.221
H -6.007 6.026 -0.578
```

Mulliken atomic charge list, values in e, 5 entries: C -0.149; O -0.178; O -0.917; C 0.799; F -0.273